Entry 1:
{
  "formula": "C25H27F5IN5OSSe2Ti",
  "method": "ωB97M-V/def2-TZVPD",
  "symbols": ["Ti", "C", "N", "C", "C", "N", "N", "C", "N", "N", "H", "H", "H", "H", "H", "H", "H", "H", "H", "H", "H", "C", "Se", "C", "C", "Se", "C", "H", "H", "H", "H", "H", "H", "H", "H", "H", "H", "I", "C", "C", "C", "C", "C", "C", "C", "C", "C", "C", "H", "H", "H", "H", "H", "H", "S", "C", "F", "C", "C", "F", "C", "F", "C", "O", "C", "F", "C", "F"],
  "positions_angstrom": [[-0.323, -1.261, -0.346], [-2.151, 2.707, 3.947], [-2.379, 3.529, 2.706], [-3.843, 3.747, 2.568], [-1.604, 3.400, 1.627], [-1.831, 3.556, 0.377], [-0.174, 3.251, 1.868], [0.724, 2.714, 1.079], [1.986, 3.254, 1.243], [0.535, 1.671, 0.208], [-1.058, 2.526, 4.044], [-2.812, 1.806, 3.921], [-2.506, 3.264, 4.829], [-4.218, 3.888, 3.563], [-4.291, 2.853, 2.261], [-4.130, 4.541, 1.878], [-2.835, 3.495, 0.243], [0.171, 3.724, 2.724], [2.156, 4.271, 1.066], [2.699, 2.677, 0.882], [1.401, 1.447, -0.287], [0.711, -3.576, -2.937], [1.011, -3.543, -1.022], [-0.251, -4.874, -0.371], [-1.636, -4.651, -0.951], [-2.403, -3.005, -0.266], [-2.756, -3.842, 1.452], [1.189, -4.534, -3.168], [1.343, -2.732, -3.231], [-0.276, -3.403, -3.242], [-0.322, -4.874, 0.710], [0.064, -5.913, -0.557], [-2.260, -5.505, -0.623], [-1.646, -4.603, -2.024], [-2.003, -4.597, 1.655], [-3.661, -4.489, 1.347], [-2.899, -3.186, 2.305], [0.672, -2.425, 2.403], [2.471, -1.440, 2.108], [3.357, -1.467, 3.160], [4.560, -0.722, 3.103], [4.770, -0.031, 1.938], [3.938, -0.052, 0.759], [4.313, 0.579, -0.457], [3.424, 0.573, -1.505], [2.197, -0.105, -1.427], [1.761, -0.731, -0.301], [2.675, -0.779, 0.845], [3.220, -1.923, 4.085], [5.197, -0.719, 3.943], [5.638, 0.532, 1.842], [5.238, 1.122, -0.607], [3.754, 1.162, -2.340], [1.538, 0.092, -2.265], [-1.910, 0.371, 0.870], [-0.417, 0.639, 0.196], [-1.677, 3.307, -5.300], [-1.543, 2.155, -4.598], [-0.460, 1.301, -4.771], [0.322, 1.580, -5.874], [-0.215, 0.204, -4.047], [0.819, -0.587, -4.356], [-1.105, -0.214, -3.014], [-0.966, -1.222, -2.174], [-2.239, 0.563, -2.870], [-3.228, 0.168, -2.039], [-2.361, 1.792, -3.485], [-3.464, 2.542, -3.302]],
  "charge": 1,
  "homo_lumo_gap_ha": [0.2402, 0.2651],
  "e_homo_ev": [-9.6, -10.6],
  "spin_multiplicity": 2,
  "e_above_lowest_ev": 3.065
}

=====

Entry 2:
{
  "formula": "C25H27FN4O2",
  "method": "ωB97M-V/def2-TZVPD",
  "symbols": ["O", "C", "N", "C", "C", "C", "C", "C", "C", "N", "C", "N", "C", "C", "N", "C", "C", "C", "C", "F", "C", "C", "C", "C", "O", "C", "C", "C", "C", "C", "C", "C", "H", "H", "H", "H", "H", "H", "H", "H", "H", "H", "H", "H", "H", "H", "H", "H", "H", "H", "H", "H", "H", "H", "H", "H", "H", "H", "H"],
  "positions_angstrom": [[0.296, 2.351, -2.191], [0.095, 1.189, -1.938], [1.027, 0.206, -1.954], [2.434, 0.489, -2.036], [3.140, 0.324, -0.667], [2.705, 1.481, 0.193], [1.484, 1.478, 0.861], [1.112, 2.599, 1.581], [1.972, 3.687, 1.603], [3.136, 3.699, 0.979], [3.486, 2.628, 0.292], [2.766, -0.941, -0.058], [3.106, -2.129, -0.817], [2.564, -3.344, -0.027], [1.579, -2.928, 0.945], [0.292, -2.612, 0.532], [-0.682, -2.254, 1.474], [-1.986, -1.994, 1.106], [-2.348, -2.101, -0.223], [-3.629, -1.867, -0.587], [-1.427, -2.473, -1.179], [-0.119, -2.723, -0.803], [2.223, -2.125, 1.969], [3.213, -1.135, 1.310], [-1.110, 0.654, -1.641], [-2.239, 1.526, -1.677], [-3.083, 1.336, -0.447], [-4.459, 1.188, -0.544], [-5.226, 1.019, 0.596], [-4.624, 0.991, 1.842], [-3.250, 1.135, 1.945], [-2.486, 1.308, 0.806], [0.742, -0.685, -1.566], [2.895, -0.161, -2.785], [2.535, 1.526, -2.366], [4.232, 0.392, -0.842], [0.853, 0.600, 0.822], [0.174, 2.636, 2.115], [1.725, 4.587, 2.149], [4.446, 2.686, -0.206], [2.641, -2.077, -1.801], [4.198, -2.226, -0.961], [3.375, -3.819, 0.534], [2.141, -4.098, -0.691], [-0.428, -2.204, 2.522], [-2.726, -1.721, 1.842], [-1.728, -2.561, -2.211], [0.572, -3.031, -1.571], [2.752, -2.788, 2.663], [1.474, -1.569, 2.527], [3.207, -0.188, 1.848], [4.242, -1.531, 1.339], [-2.816, 1.296, -2.579], [-1.874, 2.559, -1.745], [-4.933, 1.198, -1.514], [-6.295, 0.899, 0.510], [-5.222, 0.853, 2.731], [-2.774, 1.112, 2.915], [-1.415, 1.415, 0.877]],
  "charge": 0,
  "homo_lumo_gap_ha": 0.3103,
  "e_homo_ev": -7.8,
  "e_above_lowest_ev": 0.596,
  "smiles": "O=C(NC[C@@H](c1cccnc1)N1CCN(c2ccc(F)cc2)CC1)OCc1ccccc1"
}